C16H26O5 | ωB97M-V/def2-TZVPD

```
47
C16H26O5 | the OMol25 dataset | ωB97M-V/def2-TZVPD
C -1.97 -0.79 -4.27
O -1.89 0.09 -3.17
C -0.62 0.25 -2.65
C -0.65 1.36 -1.59
C -1.88 1.31 -0.66
O -1.92 2.46 0.14
C -1.98 0.00 0.16
C -3.35 -0.05 0.83
C -0.84 -0.10 1.19
O -1.00 0.85 2.22
C -0.75 -1.51 1.81
O 0.14 -1.54 2.91
C 1.51 -1.71 2.61
C 2.20 -0.47 2.10
C 2.10 0.72 2.82
C 2.69 1.88 2.34
C 3.41 1.85 1.15
C 3.54 0.66 0.46
C 2.94 -0.49 0.93
O -0.18 -1.00 -2.12
C 1.21 -1.20 -2.18
H -1.34 -0.43 -5.10
H -1.66 -1.80 -4.00
H -3.01 -0.79 -4.59
H 0.09 0.53 -3.46
H 0.28 1.33 -1.02
H -0.69 2.32 -2.11
H -2.76 1.36 -1.31
H -1.47 2.25 0.98
H -1.88 -0.83 -0.54
H -4.13 0.05 0.08
H -3.45 0.77 1.54
H -3.50 -0.99 1.35
H 0.12 0.09 0.68
H -0.62 0.46 3.02
H -1.71 -1.79 2.23
H -0.45 -2.24 1.04
H 1.63 -2.53 1.89
H 1.96 -2.02 3.56
H 1.55 0.74 3.75
H 2.59 2.80 2.89
H 3.87 2.75 0.78
H 4.11 0.63 -0.46
H 3.04 -1.42 0.38
H 1.57 -1.16 -3.22
H 1.75 -0.46 -1.59
H 1.39 -2.19 -1.77
```

The spin multiplicity is 1. As for the HOMO-LUMO gap: 10.12 eV. Its net charge is 0. The value obtained for the LUMO energy is 0.0268 Ha. The calculation puts the energy relative to the best compared isomer or geometry (same formula, charge and spin) at 1.3773 eV. As for the SMILES: COC(C[C@H](O)[C@H](C)[C@@H](O)COCc1ccccc1)OC. The value obtained for the HOMO energy is -9.39 eV.

Atom charges from the Löwdin analysis, given in e for atoms 1 to 6: number 1, C, carries -0.07; number 2, O, carries -0.12; number 3, C, carries -0.41; number 4, C, carries -0.04; number 5, C, carries -0.35; number 6, O, carries -0.01

***

C25H53ClN2O7 | ωB97M-V/def2-TZVPD

```
88
C25H53ClN2O7 | the OMol25 dataset | ωB97M-V/def2-TZVPD
C -0.64 -0.73 -4.46
C 0.80 -0.22 -3.93
Cl 1.42 -1.55 -2.77
C 0.72 1.24 -3.20
C 2.02 1.29 -2.22
C 3.38 1.55 -2.91
C 4.67 1.57 -2.01
C 4.51 1.35 -0.49
C 3.12 1.07 0.22
N 3.12 0.86 1.64
C 1.80 0.59 2.12
C 0.54 0.53 1.21
N 0.52 0.77 -0.19
C 1.85 1.04 -0.66
H -0.58 -1.88 -4.49
H -1.50 -0.46 -3.75
H -0.81 -0.38 -5.54
H 1.58 -0.20 -4.78
H -0.26 1.38 -2.64
H 0.91 2.08 -3.97
H 3.42 1.71 -4.05
H 5.67 1.75 -2.55
H 5.49 1.37 0.13
H 1.67 0.36 3.24
H -0.46 0.26 1.72
C -0.82 1.19 5.34
C -1.95 0.81 4.40
O -1.63 -0.42 3.75
H 0.12 1.30 4.79
H -1.04 2.14 5.85
H -0.66 0.42 6.10
H -2.09 1.57 3.64
H -2.89 0.68 4.95
H -1.52 -1.09 4.43
C -1.94 -2.91 -0.80
C -2.24 -3.78 -2.01
O -1.36 -3.45 -3.08
H -2.05 -1.86 -1.05
H -2.61 -3.15 0.02
H -0.91 -3.06 -0.47
H -3.26 -3.61 -2.36
H -2.12 -4.84 -1.77
H -0.45 -3.60 -2.77
C -0.58 -6.26 -6.32
C 0.41 -6.32 -5.17
O 0.94 -5.03 -4.92
H -0.10 -5.88 -7.22
H -1.00 -7.25 -6.53
H -1.40 -5.57 -6.08
H 1.24 -6.99 -5.41
H -0.07 -6.69 -4.26
H 0.21 -4.44 -4.69
C -5.28 0.37 -6.22
C -4.30 0.29 -5.07
O -3.75 1.58 -4.80
H -4.79 0.75 -7.12
H -5.71 -0.61 -6.44
H -6.10 1.07 -5.99
H -3.48 -0.38 -5.32
H -4.79 -0.08 -4.16
H -4.48 2.16 -4.58
C 5.97 4.48 1.07
C 6.94 4.02 2.14
O 6.26 3.88 3.38
H 5.51 5.43 1.34
H 6.48 4.59 0.11
H 5.15 3.76 0.95
H 7.74 4.76 2.27
H 7.39 3.06 1.88
H 5.56 3.22 3.26
C 2.75 4.27 5.28
C 2.64 3.72 6.68
O 2.17 2.38 6.65
H 1.78 4.23 4.77
H 3.11 5.30 5.28
H 3.44 3.66 4.68
H 1.93 4.31 7.27
H 3.61 3.74 7.19
H 2.80 1.86 6.14
C -6.57 -1.74 4.80
C -5.12 -1.29 4.77
O -4.81 -0.56 5.94
H -7.24 -0.88 4.88
H -6.83 -2.30 3.90
H -6.76 -2.37 5.68
H -4.94 -0.65 3.90
H -4.45 -2.15 4.70
H -4.96 -1.14 6.70
```

The spin multiplicity is 1. As for the HOMO-LUMO gap: 7.56 eV. Its net charge is 0. The value obtained for the LUMO energy is -0.0260 Ha. The calculation puts the energy relative to the best compared isomer or geometry (same formula, charge and spin) at 5.8491 eV. As for the SMILES: C[C@H](Cl)Cc1cccc2nccnc12.CCO.CCO.CCO.CCO.CCO.CCO.CCO. The value obtained for the HOMO energy is -8.27 eV.

Atom charges from the Löwdin analysis, given in e for atoms 1 to 6: number 1, C, carries -0.14; number 2, C, carries -0.60; number 3, Cl, carries 0.58; number 4, C, carries -0.17; number 5, C, carries -0.16; number 6, C, carries -0.03

***

C7H12N3 | ωB97M-V/def2-TZVPD

```
22
C7H12N3 | the OMol25 dataset | ωB97M-V/def2-TZVPD
C 2.84 -0.76 0.19
C 1.50 -0.46 -0.34
N 1.28 1.01 -0.39
C 0.08 1.36 0.01
N -0.66 0.38 0.53
C -2.10 -0.03 0.44
C -3.12 0.80 -0.33
N -2.00 -1.25 -0.17
C -0.92 -1.79 -0.29
C 0.25 -0.84 0.35
H 3.40 -1.58 -0.34
H 2.89 -1.14 1.19
H 3.54 0.12 0.22
H 1.54 -0.79 -1.47
H 2.05 1.54 -0.81
H -0.18 2.35 0.10
H -2.26 -0.16 1.50
H -2.88 0.90 -1.37
H -3.98 0.02 -0.36
H -3.46 1.66 0.10
H -0.77 -2.78 -0.66
H 0.28 -1.24 1.34
```

The spin multiplicity is 1. As for the HOMO-LUMO gap: 10.42 eV. Its net charge is +1. The value obtained for the LUMO energy is -0.1296 Ha. The calculation puts the energy relative to the best compared isomer or geometry (same formula, charge and spin) at 2.9621 eV. As for the SMILES: C[C@@H]1[NH+]=CN2[C@@H](C)N=C[C@@H]12. The value obtained for the HOMO energy is -13.95 eV.

Atom charges from the Löwdin analysis, given in e for atoms 1 to 6: number 1, C, carries -0.05; number 2, C, carries -0.30; number 3, N, carries 0.12; number 4, C, carries -0.01; number 5, N, carries 0.06; number 6, C, carries -0.34

***

C22H29MgN2O5 | ωB97M-V/def2-TZVPD

```
59
C22H29MgN2O5 | the OMol25 dataset | ωB97M-V/def2-TZVPD
Mg -0.97 -2.66 -0.23
O -2.14 -5.74 -2.16
C -2.19 -4.71 -1.36
O -1.98 -3.55 -1.72
C -2.60 -5.07 0.06
O -2.28 -4.01 0.95
C -1.36 -4.44 2.01
C 0.06 -4.61 1.48
O 0.85 -5.26 2.12
O 0.26 -4.00 0.34
H -1.95 -5.43 -3.06
H -2.12 -6.00 0.35
H -3.68 -5.22 0.04
H -1.74 -5.36 2.46
H -1.39 -3.65 2.76
C -0.12 3.30 3.29
C -1.52 2.98 2.74
C -2.53 3.02 3.88
C -1.91 4.03 1.69
C -1.48 1.61 2.07
C -2.28 0.54 2.45
C -2.17 -0.66 1.80
N -1.32 -0.88 0.78
C -0.54 0.15 0.38
C -0.60 1.38 1.00
C 0.38 -0.13 -0.77
C 1.26 0.81 -1.26
C 2.12 0.49 -2.32
C 2.03 -0.80 -2.83
C 1.13 -1.69 -2.28
N 0.31 -1.38 -1.27
C 3.09 1.54 -2.85
C 3.93 1.01 -4.00
C 2.29 2.76 -3.34
C 4.02 1.98 -1.71
H -0.14 4.27 3.78
H 0.64 3.34 2.50
H 0.19 2.56 4.03
H -2.51 4.02 4.33
H -2.29 2.30 4.67
H -3.55 2.84 3.54
H -1.94 5.02 2.17
H -2.89 3.83 1.26
H -1.18 4.09 0.87
H -2.99 0.63 3.26
H -2.79 -1.51 2.08
H 0.03 2.18 0.66
H 1.29 1.79 -0.83
H 2.67 -1.13 -3.64
H 1.06 -2.71 -2.65
H 3.32 0.71 -4.85
H 4.55 0.16 -3.70
H 4.61 1.80 -4.34
H 1.60 2.48 -4.14
H 2.97 3.51 -3.72
H 1.70 3.22 -2.54
H 4.59 1.13 -1.31
H 3.47 2.43 -0.88
H 4.72 2.72 -2.08
```

The spin multiplicity is 1. As for the HOMO-LUMO gap: 8.71 eV. Its net charge is +1. The value obtained for the LUMO energy is -0.1192 Ha. The calculation puts the energy relative to the best compared isomer or geometry (same formula, charge and spin) at 0.0000 eV. The value obtained for the HOMO energy is -11.95 eV.

Atom charges from the Löwdin analysis, given in e for atoms 1 to 6: number 1, Mg, carries 0.70; number 2, O, carries 0.21; number 3, C, carries -0.44; number 4, O, carries 0.07; number 5, C, carries -0.06; number 6, O, carries -0.18

***

H10LiO5 | ωB97M-V/def2-TZVPD

```
16
H10LiO5 | the OMol25 dataset | ωB97M-V/def2-TZVPD
Li 23.57 31.85 9.24
O 22.30 30.34 8.92
H 22.06 30.65 8.05
H 21.84 29.43 8.98
O 22.01 31.75 6.75
H 21.92 32.65 6.81
H 21.52 31.47 6.02
O 24.19 31.16 11.10
H 23.72 30.79 11.86
H 25.19 31.25 11.14
O 25.04 32.98 8.36
H 25.66 32.37 7.87
H 25.15 33.83 8.63
O 22.17 33.34 10.10
H 22.75 33.41 10.87
H 22.37 34.32 9.80
```

The spin multiplicity is 1. As for the HOMO-LUMO gap: 11.80 eV. Its net charge is +1. The value obtained for the LUMO energy is -0.1287 Ha. The calculation puts the energy relative to the best compared isomer or geometry (same formula, charge and spin) at 1.3794 eV. The value obtained for the HOMO energy is -15.30 eV.

Atom charges from the Löwdin analysis, given in e for atoms 1 to 6: number 1, Li, carries 0.73; number 2, O, carries -0.13; number 3, H, carries -0.04; number 4, H, carries 0.13; number 5, O, carries 0.03; number 6, H, carries 0.03

***

C4H7HgO3 | ωB97M-V/def2-TZVPD

```
15
C4H7HgO3 | the OMol25 dataset | ωB97M-V/def2-TZVPD
H 4.03 1.06 -0.16
Hg 3.24 5.83 2.49
O 3.82 4.16 2.12
C 3.58 3.17 1.44
O 4.21 2.06 1.61
C 3.77 0.91 0.90
H 2.39 1.05 0.66
H 4.12 0.01 1.41
O 0.56 2.14 -0.59
C 0.85 2.01 0.58
C -0.16 1.64 1.61
H 1.95 2.85 1.04
H -0.74 0.75 1.31
H 0.36 1.46 2.56
H -0.83 2.50 1.78
```

The spin multiplicity is 2. As for the HOMO-LUMO gap (spin up / spin down): 4.74 / 7.63 eV. Its net charge is +2. The value obtained for the LUMO energy (spin up / spin down) is -0.4587 / -0.4598 Ha. Its expectation value of S² is 0.855. The value obtained for the HOMO energy (spin up / spin down) is -17.22 / -20.14 eV.

Atom charges from the Löwdin analysis, given in e for atoms 1 to 6: number 1, H, carries 0.12; number 2, Hg, carries 1.16; number 3, O, carries -0.26; number 4, C, carries -0.18; number 5, O, carries 0.07; number 6, C, carries 0.09

***

Number 1: molecular weight 298.38 g mol⁻¹. Number 2: molecular weight 529.16 g mol⁻¹. Number 3: molecular weight 138.19 g mol⁻¹. Number 4: molecular weight 425.79 g mol⁻¹. Number 5: molecular weight 97.02 g mol⁻¹. Number 6: molecular weight 303.69 g mol⁻¹.